{"formula": "C4H5NO", "method": "ωB97M-V/def2-TZVPD", "elements": ["C", "C", "C", "C", "H", "H", "H", "H", "H", "N", "O"], "coordinates": [[0.31, -0.38, 0.18], [-0.29, 0.23, -1.00], [-0.66, 1.45, -0.62], [0.36, 0.48, 0.99], [-0.50, -2.35, -0.03], [1.28, -2.07, 0.74], [-0.63, -0.21, -1.92], [-0.99, 2.26, -1.04], [0.62, 0.65, 2.03], [0.48, -1.77, 0.05], [0.02, 1.70, 0.63]], "smiles": "Nc1ccoc1", "orbital_gap_ha": 0.3546, "energy_ha": -285.29164, "lumo_energy_ha": 0.0366, "relative_energy_kj_mol": 322.8}



{"formula": "C4H5NO", "method": "ωB97M-V/def2-TZVPD", "elements": ["N", "C", "O", "C", "C", "C", "H", "H", "H", "H", "H"], "coordinates": [[0.20, 0.01, -1.86], [0.09, -1.04, -1.16], [0.31, -1.07, 0.17], [0.63, 0.17, 0.77], [-0.57, 0.96, 1.12], [-1.57, 1.69, 1.36], [0.00, -0.18, -2.84], [-0.18, -2.05, -1.50], [1.24, 0.78, 0.10], [1.19, -0.07, 1.67], [-1.33, 0.80, 2.17]], "orbital_gap_ha": 0.4170, "energy_ha": -285.25685, "lumo_energy_ha": 0.0271, "relative_energy_kj_mol": 414.1}